Record 1
C36H49Br2Cl33N4O2 | ωB97M-V/def2-TZVPD

Computed properties:
E_HOMO (eV): -8.89
LUMO (eV): -1.6
Maximum force (hartree/bohr): 0.1755
SMILES: [H]/N=C(/N)NCCCCN1C(=O)c2cc(CCCCCCCCCCCC)c(Br)c(Br)c2C1=O.ClC(Cl)Cl.ClC(Cl)Cl.ClC(Cl)Cl.ClC(Cl)Cl.ClC(Cl)Cl.ClC(Cl)Cl.ClC(Cl)Cl.ClC(Cl)Cl.ClC(Cl)Cl.ClC(Cl)Cl.ClC(Cl)Cl
Charge: 0

Structure (XYZ):
```
126
Properties=species:S:1:pos:R:3:mulliken_charge:R:1
H 2.258 -0.856 1.544 -0.02
N 2.882 -0.591 2.337 -0.28
C 4.046 -1.369 2.326 0.00
N 5.009 -1.073 3.495 -0.24
N 4.291 -2.435 1.276 -0.14
C 4.945 -1.883 0.025 -0.91
C 3.880 -1.185 -1.028 0.44
C 4.486 0.143 -1.774 -0.94
C 4.775 1.424 -0.793 -0.56
N 3.547 2.121 -0.259 0.58
C 2.414 2.424 -1.213 0.03
O 2.345 2.520 -2.542 -0.67
C 1.178 2.697 -0.123 0.33
C -0.425 2.926 -0.369 -0.60
C -1.348 3.137 1.010 0.89
C -2.959 3.402 0.848 -0.90
C -3.921 2.253 1.513 -0.10
C -4.779 1.577 0.265 -0.32
C -5.635 0.257 0.728 -0.37
C -5.111 -1.054 -0.108 -0.08
C -3.740 -1.602 0.615 -0.24
C -2.926 -2.747 -0.233 -0.22
C -2.556 -4.050 0.740 0.01
C -0.932 -4.333 0.825 0.06
C -0.495 -4.386 2.406 0.07
C 0.028 -2.962 3.029 -0.30
C -0.528 -1.623 2.260 -0.39
C -0.684 3.093 2.541 -0.04
Br -1.800 3.298 4.231 -0.13
C 0.958 2.874 2.768 -0.34
Br 1.818 2.869 4.612 -0.09
C 1.851 2.688 1.407 0.19
C 3.496 2.461 1.214 0.25
O 4.481 2.575 2.121 -0.60
H 5.014 -0.048 3.702 0.24
H 5.962 -1.449 3.296 0.11
H 3.349 -2.788 0.945 0.35
H 5.885 -1.185 0.247 0.33
H 5.401 -2.824 -0.550 0.32
H 3.660 -2.002 -1.871 0.17
H 2.849 -0.899 -0.554 -0.07
H 5.546 -0.181 -2.216 0.32
H 3.808 0.365 -2.702 0.34
H 5.516 2.193 -1.310 0.28
H 5.361 1.009 0.160 0.24
H -0.887 2.935 -1.456 0.27
H -3.185 3.561 -0.310 0.29
H -3.179 4.439 1.397 0.29
H -4.655 2.806 2.266 0.28
H -3.250 1.488 2.095 0.22
H -5.533 2.402 -0.101 -0.15
H -3.987 1.280 -0.559 0.32
H -5.517 0.048 1.885 0.35
H -6.786 0.365 0.527 0.20
H -5.947 -1.877 -0.010 -0.02
H -4.865 -0.765 -1.219 0.13
H -3.980 -1.935 1.731 0.25
H -3.014 -0.670 0.707 -0.31
H -3.503 -3.100 -1.213 0.01
H -1.895 -2.307 -0.621 0.27
H -3.086 -4.996 0.281 0.36
H -3.015 -3.890 1.805 -0.33
H -0.768 -5.413 0.358 -0.25
H -0.303 -3.593 0.164 0.24
H 0.408 -5.162 2.482 0.36
H -1.422 -4.742 3.025 -0.43
H -0.370 -2.913 4.152 0.27
H 1.217 -2.977 3.134 0.00
H -0.300 -1.612 1.089 -0.14
H -1.667 -1.383 2.493 0.21
H 0.088 -0.703 2.699 0.33
Cl 3.880 -4.431 -1.654 -0.03
C 3.700 -5.287 -3.195 -0.02
Cl 4.463 -4.372 -4.507 -0.14
Cl 4.393 -6.914 -3.087 -0.11
H 2.634 -5.380 -3.415 0.28
Cl -9.385 1.716 -1.682 -0.01
C -8.547 3.238 -1.332 -0.18
Cl -8.455 3.510 0.416 -0.11
Cl -6.926 3.234 -2.047 -0.05
H -9.118 4.056 -1.778 0.37
Cl -4.608 -2.974 -4.801 -0.13
C -6.051 -3.250 -3.810 -0.12
Cl -5.600 -3.871 -2.214 -0.05
Cl -6.993 -1.757 -3.653 -0.07
H -6.673 -3.998 -4.308 0.39
Cl -10.902 -3.679 -0.934 -0.14
C -10.215 -2.047 -0.869 -0.08
Cl -8.446 -2.113 -0.943 0.05
Cl -10.856 -1.049 -2.186 -0.15
H -10.504 -1.590 0.081 0.30
Cl -2.294 -6.967 4.143 -0.10
C -3.972 -6.552 4.532 -0.02
Cl -4.200 -6.465 6.287 -0.13
Cl -4.426 -5.019 3.769 -0.07
H -4.621 -7.338 4.139 0.32
Cl 1.876 7.233 -3.279 -0.14
C 2.942 5.876 -2.876 0.31
Cl 4.423 5.940 -3.846 -0.14
Cl 3.329 5.883 -1.147 -0.12
H 2.418 4.946 -3.108 0.08
Cl 8.506 8.011 -1.854 -0.11
C 6.828 8.426 -1.464 0.39
Cl 6.600 8.512 0.291 -0.13
Cl 6.374 9.958 -2.228 -0.12
H 6.179 7.639 -1.858 -0.02
Cl -6.455 6.539 -4.332 -0.12
C -5.418 5.180 -4.799 0.56
Cl -5.861 4.584 -6.408 -0.13
Cl -3.712 5.656 -4.759 -0.12
H -5.567 4.371 -4.079 -0.19
Cl 12.377 11.000 -2.798 -0.12
C 11.937 10.131 -1.319 0.26
Cl 13.389 9.609 -0.448 -0.13
Cl 10.920 11.144 -0.281 -0.11
H 11.365 9.242 -1.599 0.10
Cl 0.956 -6.749 -1.830 -0.06
C -0.247 -7.981 -2.245 -0.08
Cl -1.081 -8.551 -0.789 -0.11
Cl -1.411 -7.344 -3.419 -0.12
H 0.271 -8.830 -2.699 0.36
Cl 8.177 -2.663 3.407 -0.15
C 7.737 -3.533 4.887 0.08
Cl 9.189 -4.055 5.757 -0.13
Cl 6.720 -2.519 5.925 -0.11
H 7.165 -4.421 4.607 0.29
```

***

Record 2
C36H49Cl2N2O4PdSTe | ωB97M-V/def2-TZVPD

Computed properties:
E_HOMO (spin up / spin down) (eV): -12.96 / -13.18
LUMO (spin up / spin down) (eV): -4.6 / -8.1
Maximum force (hartree/bohr): 0.0204
2S+1: 6
Energy above the lowest of the compared OMol25 structures with the same formula, charge and spin (kcal per mole): 19.3
Charge: +2

Structure (XYZ):
```
96
Properties=species:S:1:pos:R:3:mulliken_charge:R:1
Pd -0.432 2.226 0.605 0.81
Cl 0.149 2.936 3.024 -0.08
C 1.748 2.325 3.251 1.10
C 2.260 2.393 4.517 -0.77
C 3.555 1.923 4.749 -0.41
C 4.334 1.406 3.721 -0.74
C 3.825 1.348 2.444 -0.10
Cl 4.821 0.723 1.199 -0.12
C 2.493 1.793 2.154 0.11
S 1.906 1.679 0.579 -0.38
H 1.666 2.807 5.321 0.50
H 3.960 1.967 5.753 0.43
H 5.339 1.051 3.910 0.48
C 0.341 3.016 -2.479 -0.87
O -0.374 2.004 -1.757 -0.01
C -1.722 1.842 -2.221 -0.48
C -2.613 2.899 -1.642 -0.57
O -2.570 2.722 -0.236 0.20
C -3.410 3.625 0.486 -0.88
H 0.303 2.789 -3.545 0.38
H 1.376 2.981 -2.147 0.19
H -0.067 4.006 -2.292 0.29
H -2.044 0.867 -1.864 -0.07
H -1.749 1.858 -3.311 0.53
H -3.632 2.755 -2.011 0.50
H -2.290 3.910 -1.906 0.25
H -4.446 3.500 0.169 0.30
H -3.093 4.655 0.316 0.21
H -3.320 3.371 1.537 0.26
O -0.253 4.431 0.134 0.01
C 0.514 5.407 0.276 0.41
C 0.050 6.780 -0.135 -1.00
C 0.906 7.453 -1.252 -0.67
C 2.190 6.713 -1.634 -0.32
C 3.263 6.763 -0.546 -0.55
C 2.696 6.424 0.834 -0.98
N 1.741 5.305 0.795 0.08
H 0.044 7.399 0.766 0.43
H -0.983 6.674 -0.450 0.19
H 1.158 8.468 -0.940 0.34
H 0.285 7.550 -2.141 0.40
H 2.590 7.148 -2.550 0.46
H 1.957 5.670 -1.875 -0.10
H 3.694 7.766 -0.498 0.33
H 4.076 6.078 -0.796 0.34
H 2.186 7.287 1.259 0.35
H 3.484 6.149 1.530 0.47
H 2.087 4.372 0.956 0.00
C -3.066 -0.995 1.842 -1.33
C -1.988 -0.086 1.316 0.99
O -1.880 1.080 1.850 -0.55
N -1.103 -0.370 0.393 -0.08
Te -1.260 -2.413 -0.746 0.47
C -1.506 -4.107 -2.016 0.53
C -2.827 -4.399 -2.391 0.64
C -4.022 -3.537 -2.045 -1.73
C -3.047 -5.584 -3.086 -0.87
C -2.008 -6.434 -3.438 0.48
C -2.268 -7.700 -4.213 -1.55
C -0.704 -6.076 -3.094 -0.75
C -0.417 -4.913 -2.399 0.96
C 1.024 -4.583 -2.097 -1.54
C -0.022 -3.373 0.639 0.52
C 1.288 -2.930 0.830 0.91
C 1.959 -1.877 -0.023 -1.35
C 2.040 -3.551 1.821 -0.65
C 1.529 -4.579 2.602 0.51
C 2.355 -5.225 3.685 -1.57
C 0.225 -4.998 2.369 -0.78
C -0.576 -4.419 1.395 0.76
C -1.974 -4.967 1.197 -1.74
H -3.750 -0.423 2.463 0.40
H -2.610 -1.779 2.450 0.27
H -3.628 -1.467 1.035 0.34
H -3.790 -2.472 -2.025 0.22
H -4.437 -3.808 -1.070 0.31
H -4.812 -3.677 -2.781 0.51
H -4.064 -5.843 -3.368 0.40
H -3.333 -7.874 -4.355 0.37
H -1.844 -8.565 -3.698 0.36
H -1.796 -7.649 -5.198 0.35
H 0.117 -6.721 -3.396 0.50
H 1.676 -5.009 -2.859 0.53
H 1.330 -4.988 -1.130 0.34
H 1.200 -3.508 -2.085 0.15
H 1.257 -1.166 -0.463 0.00
H 2.515 -2.343 -0.839 0.31
H 2.680 -1.308 0.566 0.09
H 3.065 -3.225 1.977 0.39
H 3.388 -4.880 3.660 0.37
H 2.355 -6.310 3.582 0.37
H 1.943 -4.995 4.670 0.35
H -0.189 -5.802 2.971 0.51
H -2.379 -5.327 2.143 0.56
H -1.963 -5.806 0.496 0.33
H -2.679 -4.233 0.804 0.14
```

***

Q: The highest charge belongs to which entry?
A: C36H49Cl2N2O4PdSTe

***

Q: Which value of maximum force does entry 2 give?
A: 0.0204 hartree/bohr